Entry 1:
Computed, not measured: 11 unconnected molecules or ions with the total composition C7H33NO10, with wB97M-V/def2-TZVPD.

```
51
Properties=species:S:1:pos:R:3:lowdin_charge:R:1
C 0.90 -2.47 1.95 -0.09
C 1.49 -1.11 1.54 -0.20
N -0.08 0.24 3.64 0.08
C -0.12 0.63 2.30 -0.19
C 0.49 -0.01 1.29 -0.24
C 0.13 0.35 -0.12 -0.09
C 0.51 1.47 -0.73 -0.16
C 0.05 1.90 -2.10 -0.08
H 0.56 -3.02 1.07 0.05
H 0.02 -2.36 2.59 0.07
H 1.60 -3.11 2.48 0.08
H 2.09 -1.27 0.64 0.09
H 2.22 -0.79 2.29 0.11
H -0.15 0.99 4.30 0.09
H 0.62 -0.45 3.90 0.07
H -0.76 1.47 2.11 0.09
H -0.55 -0.33 -0.62 0.09
H 1.16 2.20 -0.27 0.08
H 0.89 1.97 -2.79 0.08
H -0.42 2.89 -2.08 0.08
H -0.68 1.21 -2.54 0.06
H -0.83 -3.17 -0.41 0.02
H -1.39 -2.68 0.92 0.03
O -1.67 -3.12 0.11 -0.06
H 1.85 -1.11 -4.08 0.07
H 0.69 -0.44 -3.32 0.01
O 1.64 -0.42 -3.45 -0.05
H 0.76 3.44 1.28 0.01
H -0.77 3.44 1.13 0.00
O -0.05 3.75 1.70 -0.06
H -0.07 -2.26 -2.27 0.01
H 1.21 -2.29 -1.39 0.04
O 0.44 -2.82 -1.64 -0.06
H -1.67 -1.86 -3.74 0.08
H -1.87 -0.98 -2.49 0.02
O -1.21 -1.21 -3.19 -0.07
H 4.25 0.12 -1.69 0.07
H 2.74 0.00 -2.02 0.00
O 3.38 0.06 -1.29 -0.06
H -2.08 1.75 -0.46 0.02
H -2.66 1.66 0.95 0.00
O -2.33 2.29 0.29 -0.06
H -2.58 -1.89 -0.72 0.02
H -3.25 -0.54 -0.39 0.03
O -2.96 -1.07 -1.14 -0.08
H -3.95 0.22 2.45 0.07
H -2.43 -0.06 2.53 0.03
O -3.14 0.18 1.93 -0.03
H 3.28 1.45 -0.11 -0.01
H 2.75 1.85 1.29 0.02
O 3.28 2.17 0.56 -0.08
```

Its total charge is 0. The calculation puts the energy above the lowest of the compared OMol25 structures with the same formula, charge and spin at 0.0 kJ/mol. For the highest occupied orbital energy, the calculation gives -8.33 eV. For the lowest unoccupied orbital energy, the calculation gives 0.19 eV. The value obtained for the frontier orbital gap is 8.519 eV. As for the SMILES: C/C=C/C(=C/N)CC.O.O.O.O.O.O.O.O.O.O.

Entry 2:
Computed, not measured: 13 unconnected molecules or ions with the total composition C7H33NO12 in a non-equilibrium geometry, with wB97M-V/def2-TZVPD.

```
53
Properties=species:S:1:pos:R:3:lowdin_charge:R:1
C -0.13 -0.25 -1.42 -0.15
C 0.20 -1.42 -0.81 -0.14
N 1.55 -1.33 -0.67 0.00
C 2.09 -0.10 -1.07 -0.27
C 0.97 0.65 -1.58 -0.25
C 0.89 1.94 -2.16 -0.27
C -0.16 2.36 -2.92 -0.14
C 3.52 0.22 -0.85 -0.07
H -1.12 -0.08 -1.77 0.06
H -0.50 -2.23 -0.68 0.10
H 2.08 -1.93 -0.03 0.11
H 1.85 2.43 -1.98 0.07
H -0.90 1.65 -3.22 0.00
H -0.25 3.42 -3.17 0.00
H 4.11 -0.65 -1.03 0.05
H 3.90 0.21 0.20 0.05
H 3.75 1.10 -1.41 0.07
H -1.22 2.38 -0.26 0.00
H -1.91 1.50 -1.08 0.01
O -2.05 1.85 -0.18 -0.11
H -3.77 -1.74 -0.07 0.04
H -2.70 -2.33 -1.13 0.01
O -3.26 -2.50 -0.36 -0.06
H -1.84 -1.28 -3.85 0.04
H -2.44 -2.65 -3.25 0.04
O -2.40 -1.70 -3.20 -0.05
H 0.65 -1.72 -3.50 0.00
H 2.20 -1.43 -3.71 0.03
O 1.35 -1.57 -4.13 -0.07
H -0.99 -0.93 2.94 0.03
H -1.90 -1.53 3.90 0.01
O -1.03 -1.11 3.93 -0.11
H 0.13 0.91 1.10 0.03
H -0.66 1.76 2.13 0.06
O -0.27 0.88 1.98 -0.05
H -0.76 4.69 0.43 0.05
H 0.27 4.35 -0.66 0.07
O -0.28 3.94 0.05 -0.08
H 1.82 1.98 1.06 0.02
H 2.35 0.90 2.03 -0.02
O 2.61 1.64 1.49 -0.08
H 3.25 -0.80 1.77 0.05
H 2.32 -1.70 2.54 0.09
O 2.49 -1.39 1.61 -0.07
H -3.22 0.24 2.07 0.06
H -2.32 -0.03 0.92 0.03
O -3.15 -0.35 1.32 -0.07
H 1.91 2.27 4.00 0.04
H 1.06 0.95 4.28 0.04
O 1.89 1.31 3.95 -0.07
H -3.06 -2.07 1.98 -0.03
H -2.60 -3.28 1.12 0.01
O -2.72 -2.98 2.05 -0.12
```

Its total charge is -1. For the highest occupied orbital energy (alpha / beta), the calculation gives -0.01 / -3.40 eV. Its multiplicity is 2. For the lowest unoccupied orbital energy (alpha / beta), the calculation gives 2.50 / 2.44 eV. The value obtained for the frontier orbital gap (alpha / beta) is 2.513 / 5.840 eV.

Entry 3:
Computed, not measured: 13 unconnected molecules or ions with the total composition C7H36O12 in a non-equilibrium geometry, with wB97M-V/def2-TZVPD.

```
55
Properties=species:S:1:pos:R:3:lowdin_charge:R:1
C -1.92 0.27 -2.43 -0.08
C -1.15 0.78 -1.22 -0.18
C -1.10 2.34 -1.21 -0.29
C -1.80 3.06 -0.31 -0.11
C -2.37 2.41 0.98 -0.10
C 1.00 3.37 -2.13 0.05
C -0.29 2.97 -2.23 -0.14
H -2.82 -0.35 -2.15 0.07
H -1.30 -0.11 -3.23 0.07
H -2.44 1.16 -2.89 0.07
H -0.10 0.50 -1.18 0.10
H -1.58 0.43 -0.32 0.06
H -1.81 4.12 -0.35 0.10
H -2.82 1.49 0.60 0.05
H -3.27 3.01 1.34 0.10
H -1.59 2.32 1.83 0.08
H 1.69 3.49 -2.89 0.04
H 1.36 3.20 -1.14 0.03
H -0.79 3.11 -3.22 0.12
H -0.72 0.28 3.61 0.02
H -1.75 0.13 2.47 0.04
O -1.08 -0.30 3.00 0.00
H 1.46 -1.24 1.14 0.05
H 0.58 -0.79 2.32 0.00
O 1.41 -1.16 2.07 -0.01
H 2.28 -2.44 2.87 0.01
H 1.63 -3.73 3.32 0.06
O 2.45 -3.40 2.94 -0.06
H 2.22 0.29 3.06 0.01
H 3.13 1.47 3.55 0.05
O 2.32 1.23 3.15 -0.02
H -2.88 -3.04 -1.75 0.03
H -3.74 -1.99 -2.44 -0.02
O -3.71 -2.56 -1.73 -0.03
H 2.32 1.22 -0.23 0.04
H 2.33 1.38 1.34 -0.06
O 2.27 1.82 0.52 -0.04
H 0.42 3.99 1.70 0.01
H 0.25 3.13 2.96 0.01
O 0.31 4.04 2.64 -0.05
H 0.44 -4.97 -1.22 0.06
H 1.27 -3.72 -0.67 0.00
O 0.54 -3.99 -1.28 -0.10
H -0.40 -2.91 -3.04 0.00
H -1.10 -3.62 -4.17 0.04
O -0.70 -2.76 -3.96 -0.08
H -3.48 2.24 -1.49 0.02
H -4.93 1.69 -1.94 0.04
O -4.45 2.15 -1.25 -0.08
H 2.38 -3.98 1.24 -0.01
H 2.55 -5.29 0.62 0.08
O 2.52 -4.35 0.37 -0.06
H 4.05 -2.47 0.57 0.03
H 4.49 -1.98 -0.89 0.08
O 4.12 -1.66 0.00 -0.10
```

Its total charge is 0. The calculation puts the energy above the lowest of the compared OMol25 structures with the same formula, charge and spin at 344.0 kJ/mol. For the highest occupied orbital energy, the calculation gives -9.25 eV. For the lowest unoccupied orbital energy, the calculation gives -0.09 eV. The value obtained for the frontier orbital gap is 9.168 eV.

Entry 4:
Computed, not measured: 13 unconnected molecules or ions with the total composition C7H37NO12 in a non-equilibrium geometry, with wB97M-V/def2-TZVPD.

```
57
Properties=species:S:1:pos:R:3:lowdin_charge:R:1
C -3.07 -1.97 0.81 -0.10
C -3.79 -1.52 -0.51 -0.18
C -2.93 -0.46 -1.11 -0.26
C -1.65 -0.58 -1.52 -0.18
N -0.95 -1.79 -1.48 0.06
C -3.30 1.06 -1.08 -0.17
C -3.38 1.53 0.33 -0.18
C -2.82 2.67 0.73 0.00
H -2.36 -2.80 0.82 0.07
H -3.80 -2.06 1.63 0.07
H -2.44 -1.15 1.22 0.06
H -4.74 -1.06 -0.19 0.11
H -4.01 -2.37 -1.13 0.10
H -1.04 0.24 -1.88 0.10
H -1.55 -2.56 -1.25 0.08
H 0.05 -1.75 -1.46 0.04
H -2.54 1.54 -1.69 0.09
H -4.32 1.13 -1.50 0.12
H -3.81 0.88 1.09 0.10
H -2.93 3.02 1.76 0.05
H -2.42 3.42 0.09 0.04
H 1.22 2.71 0.26 0.01
H 2.57 2.61 1.06 0.06
O 1.64 2.38 1.10 -0.07
H -0.07 -0.57 4.00 0.07
H -0.03 0.71 2.87 0.03
O 0.20 -0.21 3.15 -0.07
H -0.12 1.00 -3.89 0.01
H 0.58 2.05 -4.52 0.05
O -0.01 2.00 -3.75 -0.11
H 0.56 2.60 3.71 0.06
H 0.44 2.47 2.17 0.00
O -0.11 2.49 3.00 -0.10
H 2.76 -1.77 -1.94 0.03
H 2.03 -2.80 -2.85 0.07
O 1.99 -1.91 -2.52 -0.05
H 1.34 -0.63 -3.94 0.05
H -0.09 -1.06 -3.55 0.03
O 0.40 -0.49 -4.16 -0.05
H 4.04 0.21 -0.88 0.01
H 2.93 1.11 -0.43 0.01
O 3.89 1.05 -0.43 -0.06
H -0.18 3.38 -1.32 0.06
H 0.62 2.38 -2.05 0.03
O 0.68 2.95 -1.25 -0.05
H 2.52 -2.04 0.51 0.03
H 4.05 -1.88 0.53 0.06
O 3.27 -1.64 0.03 -0.07
H 0.72 -1.95 3.31 -0.04
H 1.40 -3.40 3.29 0.04
O 1.02 -2.71 3.83 -0.06
H 3.97 -0.98 3.16 0.05
H 2.47 -0.93 2.82 0.01
O 3.16 -1.50 3.17 -0.06
H 0.82 -1.18 1.54 0.00
H -0.20 -0.72 0.60 0.03
O 0.67 -1.14 0.59 -0.06
```

Its total charge is 0. The calculation puts the energy above the lowest of the compared OMol25 structures with the same formula, charge and spin at 271.3 kJ/mol. For the highest occupied orbital energy, the calculation gives -7.66 eV. For the lowest unoccupied orbital energy, the calculation gives 0.13 eV. The value obtained for the frontier orbital gap is 7.792 eV.